1.
ORCA calculation (ωB97M-V/def2-TZVPD) on C5H12MgO3Sc as an isolated structure at a distorted geometry.

Structure (XYZ):
```
22
Properties=species:S:1:pos:R:3:forces:R:3
H 1.82303 -2.94630 0.28469 -0.1 0.3 -0.1
C -0.66664 -0.24864 1.54275 0.7 0.4 0.7
H -1.06827 -1.99624 0.28460 0.1 0.1 0.3
H 0.17581 -2.22308 1.54054 0.0 0.2 -0.2
Sc 4.36145 1.16874 -1.71148 -3.0 0.8 1.2
C -0.23659 -1.50740 0.81658 -0.3 -0.4 0.1
H -1.92220 3.04391 -0.25204 0.2 -0.2 -0.2
O -0.76530 1.32409 -0.28910 0.7 -0.3 0.0
Mg 1.01698 0.65106 -0.91494 0.7 0.3 0.5
O 2.55937 1.64626 -0.92716 2.3 -1.1 -1.4
H -2.38215 0.18587 0.27146 0.1 0.1 0.2
H -2.16741 1.95449 -1.66679 0.1 0.2 0.2
H -0.66647 2.93762 -1.53060 -0.2 -0.1 0.1
H 1.00352 -2.89073 -1.30770 0.3 0.1 0.1
H -1.25450 -0.56393 2.41661 0.1 0.1 -0.2
C -1.42819 2.37954 -0.97478 -0.4 0.5 -0.4
O 0.76968 -1.20021 -0.15555 0.1 0.7 0.1
H -1.92563 1.49549 1.40096 0.1 -0.2 -0.2
H 0.24627 0.28638 1.97993 -1.1 -0.6 -0.6
C 1.56619 -2.30448 -0.56906 0.3 -0.7 -0.3
C -1.53425 0.70416 0.74634 -0.4 0.0 0.2
H 2.49532 -1.89660 -0.98526 -0.3 -0.2 -0.1
```
Forces are in eV/Å.

net charge: +1
lowest unoccupied orbital energy (alpha / beta): -3.4 / -3.3 eV
E_HOMO (alpha / beta): -9.0 / -9.1 eV
calculated total energy: -1383.99855 Ha
multiplicity: 1

---

2.
ORCA calculation (ωB97M-V/def2-TZVPD) on an isolated ion of composition C5H12N and charge +1 at a distorted geometry.

Structure (XYZ):
```
18
Properties=species:S:1:pos:R:3:forces:R:3
H 1.94316 0.54259 0.38626 0.0 0.1 -0.3
H 2.12638 -1.49849 -0.92168 0.0 0.0 0.0
C 0.89037 0.67024 0.13814 -0.7 0.1 -0.5
H -1.26395 -0.81940 -2.14056 0.4 0.0 -0.3
N -1.32377 0.83119 1.21963 -0.3 0.5 0.6
C 0.35756 -0.27303 -0.91045 0.4 -0.9 -0.1
C 1.04801 -1.62629 -0.97480 -0.8 0.3 0.6
H -1.91536 0.57222 2.01233 0.0 -0.2 -0.1
H 0.79776 -2.18273 -1.87503 -0.1 0.1 0.1
H 0.71031 -2.18828 -0.09689 0.4 -0.3 -0.1
H 0.68930 1.67741 -0.23109 0.4 0.3 0.2
H -1.05236 0.98029 -1.93738 -0.3 0.1 0.7
H -1.67599 0.40233 0.34550 0.2 -0.1 -0.1
H 0.52932 1.12962 2.20116 -0.3 0.2 0.1
C -0.74148 -0.01709 -1.63122 0.2 0.1 -0.5
H -1.39877 1.84806 1.13101 -0.1 -0.1 -0.2
C 0.10524 0.47720 1.44118 0.8 0.1 0.0
H 0.17426 -0.52585 1.84387 -0.2 -0.3 -0.2
```
Forces are in eV/Å.

net charge: +1
lowest unoccupied orbital energy: -3.5 eV
E_HOMO: -13.6 eV
SMILES string: C=C(C)CC[NH3+]
calculated total energy: -252.19334 Ha
multiplicity: 1

---

3.
ORCA calculation (ωB97M-V/def2-TZVPD) on an isolated ion of composition C5H12N and charge +1 at a distorted geometry.

Structure (XYZ):
```
18
Properties=species:S:1:pos:R:3:forces:R:3
C 0.82122 0.56609 -0.63703 0.7 -2.3 1.2
N -0.40350 -0.15766 0.11796 2.5 1.3 0.3
H 1.42993 0.39506 1.34162 1.1 0.2 0.5
H 1.10050 -0.13152 -1.49732 -0.7 1.2 1.1
H -0.41380 -2.14835 -0.92209 -0.6 1.2 -0.1
H -1.53016 0.38440 -1.57899 -0.3 -0.1 0.6
H 2.73837 -0.11898 0.10667 -0.9 0.9 1.0
H 0.93439 -1.84290 0.02883 -1.2 0.3 1.1
H -3.53429 1.13099 0.16550 -0.3 0.3 -0.8
H -0.43460 0.17335 1.18209 0.4 -1.1 -2.8
H 2.49948 1.66782 0.44723 -1.1 -1.6 0.1
H -2.36827 0.52001 1.41018 -0.2 0.6 -0.9
C -1.58653 0.33974 -0.48103 -1.9 0.7 -0.9
C -0.17147 -1.61770 0.01477 1.0 -1.2 -0.3
C 1.96175 0.65051 0.42602 0.9 0.2 -1.9
H 0.43381 1.48792 -0.95258 -0.4 1.2 -0.5
C -2.54998 0.75478 0.32360 0.7 -1.2 1.7
H -0.81939 -2.04145 0.75931 0.4 -0.7 0.6
```
Forces are in eV/Å.

net charge: +1
lowest unoccupied orbital energy: -3.2 eV
E_HOMO: -15.1 eV
SMILES string: C=C[N@@H+](C)CC
calculated total energy: -252.13750 Ha
multiplicity: 1

---

4.
ORCA calculation (ωB97M-V/def2-TZVPD) on a 2-piece molecular cluster, C5H12N overall at a distorted geometry.

Structure (XYZ):
```
18
Properties=species:S:1:pos:R:3:forces:R:3
H 5.15647 -0.14426 -0.37394 -0.5 0.2 0.4
H 3.78857 0.61200 -1.24075 0.4 0.1 0.4
H -3.97458 1.07293 -0.22846 -0.5 0.3 0.9
C 4.32198 0.56769 -0.27034 -0.6 0.3 -0.4
H -1.33466 -1.99404 0.14225 0.4 1.0 1.2
H 3.52978 0.28518 0.46836 1.1 0.1 -0.3
H -2.57302 0.81992 -1.11422 0.3 -0.4 -0.7
H -2.27258 0.79975 1.40997 0.8 -0.3 -0.5
H -3.00128 -0.66985 1.60439 -1.1 -1.4 0.3
H 4.72967 1.56912 -0.04148 -0.3 -0.5 0.0
C -2.44462 -0.15438 0.87580 2.0 1.4 -0.3
C -3.26162 0.31163 -0.46249 1.2 -0.5 1.4
C -1.16514 -0.92316 0.50200 -3.0 -0.9 -1.8
H -0.20872 0.81626 -0.09361 -0.1 -0.1 0.2
C -0.02108 -0.26164 0.02883 3.7 3.0 -0.9
H -3.78832 -0.53444 -0.81721 -0.2 -0.7 -1.0
N 1.26164 -0.54830 -0.31409 -4.7 -3.4 1.8
H 1.25750 -1.62441 -0.07502 1.1 1.9 -0.6
```
Forces are in eV/Å.

net charge: +1
lowest unoccupied orbital energy: -8.5 eV
E_HOMO: -15.4 eV
calculated total energy: -252.03124 Ha
multiplicity: 1

---

5.
ORCA calculation (ωB97M-V/def2-TZVPD) on a 2-piece molecular cluster, C5H12N overall at a distorted geometry.

Structure (XYZ):
```
18
Properties=species:S:1:pos:R:3:forces:R:3
H 0.56515 -0.25974 -1.64783 0.0 0.1 -0.1
C 0.74675 0.77152 1.00857 0.7 0.0 0.6
H 1.66309 2.31044 -0.18226 0.0 0.0 -0.1
H 2.20103 0.65339 -0.53008 0.0 0.0 -0.1
H -2.42700 -0.08052 0.74201 -0.3 -0.1 0.2
H -0.81357 -1.66784 -0.35767 -0.2 0.2 0.3
C -1.75922 0.40229 1.46596 1.4 0.0 -0.8
C 1.89045 1.34387 0.26896 -0.4 -0.3 0.7
C 0.26097 -1.23420 -1.99984 0.9 -0.5 0.5
H -0.89423 -2.81459 -1.61598 0.5 -0.4 0.2
H -2.35065 1.25536 1.83288 0.0 0.0 0.1
C -0.60953 0.91035 0.68403 -0.8 0.7 -0.2
H -0.81140 1.48640 -0.22039 -0.2 0.0 0.0
N -0.46054 -1.96547 -1.25003 -0.7 -0.1 -1.1
H 0.94626 0.22451 1.93130 0.2 -0.1 -0.1
H 2.75458 1.37874 0.93307 0.0 0.2 -0.1
H 0.73246 -1.64462 -2.88943 -0.6 0.1 -0.3
H -1.40845 -0.26100 2.25250 -0.4 0.1 0.2
```
Forces are in eV/Å.

net charge: +2
lowest unoccupied orbital energy (alpha / beta): -9.6 / -12.4 eV
E_HOMO (alpha / beta): -19.9 / -21.8 eV
calculated total energy: -251.68590 Ha
multiplicity: 2

---

6.
ORCA calculation (ωB97M-V/def2-TZVPD) on an isolated molecule of C5H12N2 at a distorted geometry.

Structure (XYZ):
```
19
Properties=species:S:1:pos:R:3:forces:R:3
H 1.92928 2.54044 0.45210 -0.4 -0.3 -0.2
C -2.18078 -0.40565 -0.30859 1.2 1.1 -1.0
C 1.55424 0.44790 0.91220 1.5 -0.5 -0.7
H -1.03370 1.07034 0.36690 0.5 -0.1 -0.7
C 0.28214 -1.45112 -0.15435 0.1 1.1 -0.5
N -1.65663 0.99404 -0.44427 -0.9 0.9 0.9
H -3.09583 -0.58500 -0.89886 0.3 0.4 0.4
H -2.37637 -0.44076 0.76586 -0.2 -1.4 -0.1
H -2.37018 1.66449 -0.08942 0.1 -0.6 -0.8
H 0.87812 -2.15580 -0.71441 -0.1 -0.8 0.0
H 2.92449 1.87146 1.62487 -0.3 -0.1 0.1
H 0.20212 -1.74884 0.88478 -0.1 -0.3 0.2
C 1.10955 -0.20368 -0.19140 -0.3 2.8 1.6
C -1.09378 -1.35224 -0.88032 0.1 -2.0 1.3
H -1.53570 -2.38936 -0.74270 0.5 0.9 -0.6
N 2.24845 1.70101 0.90059 -0.2 -0.9 0.3
H 1.70426 -0.14545 1.81113 -0.3 0.4 0.4
H 1.16641 0.53408 -0.99026 -0.3 -0.9 -1.0
H -0.76953 -1.23602 -1.93781 -1.2 0.4 0.5
```
Forces are in eV/Å.

net charge: 0
lowest unoccupied orbital energy: 1.1 eV
E_HOMO: -7.9 eV
SMILES string: N/C=C/CCCN
calculated total energy: -307.15719 Ha
multiplicity: 1